This record from OMol25 describes a 10-piece molecular cluster, C40H74O27 overall in a non-equilibrium geometry. The level of theory is ωB97M-V with the def2-TZVPD basis set.

## Properties
DFT total energy	-3599.991707	hartree
HOMO-LUMO gap	10.264	eV
HOMO energy	-9.960	eV
structure (SMILES)	CCOC(=O)OC.CCOC(=O)OC.CCOC(=O)OC.CCOC(=O)OC.CCOC(=O)OC.CCOC(=O)OC.CCOC(=O)OC.O=C1CCCO1.O=C1CCCO1.O=C1CCCO1

The geometry in XYZ format:
```
141
C40H74O27 (ωB97M-V with the def2-TZVPD basis set)
C -3.65353 -3.06510 -0.12496
H 2.01526 1.08434 -6.54204
H 3.30183 -5.04919 -1.47902
C 7.08531 -2.36142 2.37620
C -6.92564 2.70149 5.30051
C -0.23770 0.92251 -2.24277
H -3.51384 -2.02803 -0.43003
H 4.58828 -4.23216 0.53680
O 6.04655 0.12823 -4.89482
H 9.47634 2.65373 -2.94877
C -1.78231 -3.52032 4.75235
H 1.20937 2.76890 4.94911
H -0.57390 -0.53524 4.19009
O 4.60516 -1.30070 1.94841
C -5.59993 -4.06070 -1.15575
O -5.53780 -0.28010 -1.04158
H -3.33529 -7.54998 2.96796
C 4.00774 -0.05521 -3.16085
H -5.09216 3.95333 -0.47435
H 0.77641 0.59100 -2.01969
C 3.53040 -3.97489 0.48383
C 0.60994 3.25102 2.44939
H -5.78285 2.30582 3.48090
H 2.70734 2.47845 -7.38934
H 4.94077 3.71748 -4.14722
H 8.55627 1.19012 -4.67196
C -4.12584 -3.81075 -1.40110
O -1.89825 -4.47614 3.88389
H 3.02745 0.29396 -2.83650
H -4.07288 -3.29937 -2.36224
H -3.59920 -0.55232 1.34030
C -5.75356 -3.92716 0.37013
H -0.74543 3.60680 0.14907
O 5.01874 0.91943 -2.99326
H 0.14804 2.33440 -5.64020
H -4.41375 3.37780 -3.09568
C -2.90853 -6.55881 2.81446
O 2.28029 2.44126 -3.95504
C 0.80525 2.90559 -6.29587
H 3.85790 -0.43935 -4.16985
H 9.55805 3.62385 -4.40290
H 3.42571 -2.96370 0.09059
H -6.20397 3.50622 -1.75544
C 1.42873 1.94596 4.26885
O 6.95301 1.66805 -3.52989
C 1.04949 -3.63123 -1.59129
C 5.60005 -0.36942 2.01099
C -3.38747 0.16144 2.13643
O 5.47533 0.87355 1.97824
H -1.95056 -2.39793 -2.08466
O 1.42545 -4.52933 -0.62000
H 8.31195 3.87150 -3.24379
C -5.36161 3.15136 -1.16162
O -0.28340 3.85112 3.03006
H 0.14529 4.64787 -1.85826
H -0.60799 -0.00097 -2.68794
C 4.30364 4.36626 -3.54618
O -0.98670 1.34654 -1.16914
C 2.83659 -0.32512 0.44246
C 2.78615 -4.95054 -0.52381
H 3.17019 0.69856 0.27253
H -6.18175 0.86304 4.34279
H -1.98907 -0.89468 5.04433
H 3.06867 -3.97206 1.47120
H -3.40554 0.75193 -2.38719
H -0.11704 1.77685 -2.90884
C 3.22926 -0.90867 1.86384
H 4.25540 -0.93787 -2.57120
H -4.86180 1.09100 -3.32803
H -0.52629 -1.88110 -2.83958
H -4.12313 0.95538 2.00775
C -4.26684 2.85339 -2.15148
O -1.24318 -2.53621 4.08067
H -6.67534 3.14621 7.53895
H 4.12406 3.96669 -2.54809
H 1.74956 -0.34949 0.36572
O -4.66691 -3.17776 0.82482
C -4.32468 1.33729 -2.41209
H -7.98185 2.43230 5.30673
H -6.82386 1.49623 7.09367
H 0.08653 3.42154 -6.93252
H -6.21210 -3.29058 -1.62508
H 2.39974 1.52140 4.52380
C 5.98852 0.85387 -3.89497
C 8.87344 3.08494 -3.74793
C -6.41848 2.44580 6.74425
O 3.19540 4.57971 -4.35589
C 7.95517 2.06045 -4.40870
O -4.97033 2.31395 6.58575
O 1.52196 2.43732 2.94485
O -6.57167 -4.47912 1.03595
H 7.07468 -2.85407 1.40394
H -3.46342 -0.33663 3.10300
H 2.95189 -0.22720 2.66806
H -3.65647 -5.88799 2.39175
C -1.90376 0.55127 2.12453
H 1.65342 5.00088 -1.06345
O -2.10460 -3.54005 5.94268
H 2.64671 -1.82458 1.96300
C 0.83899 4.27755 -1.10345
H 1.22371 1.63783 -8.00250
H -3.12894 -5.62984 5.00012
C 1.77790 1.97359 -7.12600
H 1.20655 3.30565 -1.43269
C -1.02082 -2.79001 -2.49692
O 1.77104 -3.08951 -2.40045
H -1.17507 -0.25064 2.24306
H 3.16922 -0.93520 -0.39733
H 7.51908 2.46137 -5.32367
H -1.24826 -3.49244 -3.29877
H -2.12452 -6.57398 2.05736
C 0.18741 4.15838 0.26599
O 1.57223 3.92381 -5.52512
C -5.87999 1.90033 4.48800
H 4.85972 5.30358 -3.52833
H -5.80981 -5.10863 -1.37001
C 2.33848 3.54408 -4.55370
C -2.46917 -5.76388 4.14289
H -0.05943 5.09664 0.76282
H -0.37643 -1.52799 5.63826
O 6.79167 -0.96031 2.26473
H -3.60710 -4.74963 -1.59483
H -3.30281 3.20307 -1.78206
C -1.02433 -1.33030 4.78431
O 1.00955 3.42866 1.14948
H -1.81128 1.23020 2.97223
C -4.62534 1.94976 5.35086
H 6.37488 -2.85617 3.03848
H 2.89772 -5.92804 -0.05461
H -6.86709 3.76785 5.08245
H 8.09686 -2.49414 2.75994
C -5.25024 0.88145 -1.26687
H 0.65668 1.18008 4.34276
O -5.59837 1.92948 -0.51802
H -2.69602 -3.51122 0.14381
O -1.59342 1.18000 0.85672
H -1.72602 -6.46071 4.53051
O -3.44419 1.89983 4.95229
C -1.19073 0.50910 -0.17149
O -0.27175 -3.49447 -1.54492
O -1.00757 -0.73162 -0.10779
```



This record from OMol25 describes CH10N7 as an isolated structure in a non-equilibrium geometry. The level of theory is ωB97M-V with the def2-TZVPD basis set.

## Properties
DFT total energy	-426.911327	hartree
HOMO-LUMO gap	9.244	eV
HOMO energy	-13.340	eV
total charge	+1

The geometry in XYZ format:
```
18
CH10N7 (ωB97M-V with the def2-TZVPD basis set)
N 3.73884 0.15694 -0.43122
N 4.86882 -0.46250 -0.47459
H 0.82308 1.34094 0.86712
H -3.60046 -0.98713 -1.82085
H 2.74871 -1.52175 -0.72986
H 5.72085 0.17436 -0.43870
N -3.28663 -0.20724 -1.24743
N 2.73602 -0.48078 -0.57496
C -1.77634 -0.20776 0.63689
N -2.93133 -0.50200 0.15244
N -0.67305 0.16175 0.28352
H -4.02639 2.15979 2.48380
N 0.51116 0.48959 0.48282
H -3.98828 0.56430 -1.14114
H 1.35124 -0.00862 -0.15302
H 5.03882 -1.42892 -0.76569
H -3.67755 1.58342 2.05584
H -3.57750 -0.82437 0.81505
```